Formula: C4H5N2
Source: the Open Molecules 2025 dataset
Level of theory: wB97M-V/def2-TZVPD

As for the spin multiplicity: 1. The charge is +1. The value obtained for the HOMO energy is -0.589 Eh. Its largest force on an atom is 0.0930 Eh/bohr.

Geometry as XYZ:
```
11
C4H5N2 (wB97M-V/def2-TZVPD)
H -1.713 -1.189 2.029
C -1.006 -0.583 1.439
N 1.147 0.864 -2.113
H -0.930 0.191 2.145
C 1.288 0.609 -0.881
C 0.161 -0.004 -0.146
C -1.239 -0.183 0.036
N 0.090 -1.020 0.687
H 1.961 1.300 -2.473
H 2.196 0.610 -0.178
H -1.956 -0.594 -0.545
```

Atom charges from the natural (NBO) analysis, given in e for atoms 1 to 6: 0.27 -0.27 -0.41 0.25 0.01 0.34

***

Formula: C4H5N2
Source: the Open Molecules 2025 dataset
Level of theory: wB97M-V/def2-TZVPD

As for the spin multiplicity: 1. The charge is +1. The value obtained for the HOMO energy is -0.604 Eh. Its largest force on an atom is 0.0479 Eh/bohr.

Geometry as XYZ:
```
11
C4H5N2 (wB97M-V/def2-TZVPD)
H 1.380 1.641 -0.049
C 0.840 -1.251 0.496
H -4.070 0.730 0.044
H 2.589 -0.680 -0.918
C 1.549 -0.533 -0.576
H 0.472 -2.165 0.853
C -2.992 0.653 -0.169
N -1.921 0.321 -0.337
C 0.976 0.686 -0.098
H -0.074 0.779 -0.342
N 1.252 -0.179 1.095
```

Atom charges from the natural (NBO) analysis, given in e for atoms 1 to 6: 0.25 0.23 0.27 0.28 0.04 0.27

***

Formula: C4H5N2O
Source: the Open Molecules 2025 dataset
Level of theory: wB97M-V/def2-TZVPD

As for the spin multiplicity: 1. The charge is +1. The value obtained for the HOMO energy is -0.589 Eh. Its largest force on an atom is 0.1063 Eh/bohr.

Geometry as XYZ:
```
12
C4H5N2O (wB97M-V/def2-TZVPD)
N 1.165 1.659 0.214
C 0.133 -0.338 0.356
C 2.366 1.646 0.237
H 0.391 -0.537 1.430
N 1.293 -0.760 -0.502
O 3.628 -0.759 -0.016
H -0.846 -0.784 0.010
C 2.515 -0.736 -0.160
H 1.146 -0.871 -1.441
H -0.391 1.258 -0.956
C -0.121 1.150 0.060
H -0.767 1.775 0.717
```

Atom charges from the natural (NBO) analysis, given in e for atoms 1 to 6: -0.50 -0.22 0.29 0.26 -0.61 -0.23

***

Formula: C4H5N2O3
Source: the Open Molecules 2025 dataset
Level of theory: wB97M-V/def2-TZVPD

As for the spin multiplicity: 1. The charge is -1. The value obtained for the HOMO energy (alpha / beta) is -0.150 / -0.150 Eh. Its largest force on an atom is 0.0670 Eh/bohr.

Geometry as XYZ:
```
14
C4H5N2O3 (wB97M-V/def2-TZVPD)
O -2.136 1.470 0.628
N 0.174 -0.557 -1.071
H 1.197 1.583 -1.027
C 0.555 -1.706 -0.761
H 0.849 -2.432 -1.612
H 1.183 -0.608 1.597
O -2.418 -0.607 -0.216
C -0.220 0.280 -0.136
N 0.382 -1.182 1.476
O 0.655 -2.152 0.483
C 0.543 1.582 -0.135
H 1.154 1.493 0.709
C -1.810 0.404 0.139
H -0.108 2.430 -0.074
```

Atom charges from the natural (NBO) analysis, given in e for atoms 1 to 6: -0.75 -0.53 0.20 0.43 0.16 0.28

***

ΔE to the lowest compared entry with this formula, charge and spin / kJ/mol: 354.8, 344.4, 190.4, 304.5
Electronic energy / eV: -7196.8742, -7196.9821, -9246.2767, -13349.3365